No. 1
# C4H6S2

C4H6S2 in the gas phase in a non-equilibrium geometry (ωB97M-V with the def2-TZVPD basis set, OMol25).

XYZ file:
```
12
Properties=species:S:1:pos:R:3:nbo_charge:R:1
C -1.249 0.922 -1.127 -0.70
C 0.792 -0.770 -0.271 -0.37
C 1.171 -0.006 0.960 -0.44
C -0.216 -0.623 0.901 -0.37
H -2.103 0.670 -1.787 0.24
H -1.038 1.998 -1.074 0.23
H 1.451 -1.649 -0.454 0.25
H 1.846 -0.498 1.633 0.22
H 1.280 1.089 0.951 0.22
H -0.445 -1.509 1.550 0.25
S 0.212 0.044 -1.785 0.23
S -1.701 0.331 0.503 0.24
```

Properties
SMILES: C1S[C@H]2C[C@H]2S1
Frontier orbital gap in eV: 9.30
Net charge: 0

No. 2
# C2H6NPS2

2 unconnected molecules or ions with the total composition C2H6NPS2 in a non-equilibrium geometry (ωB97M-V with the def2-TZVPD basis set, OMol25).

XYZ file:
```
12
Properties=species:S:1:pos:R:3:nbo_charge:R:1
C -0.539 1.206 -0.509 -0.56
C 0.075 1.885 0.736 -0.49
N 1.534 -2.537 -0.147 -0.95
P 2.250 0.063 -0.388 0.53
S 0.812 0.931 -1.662 -0.01
S 1.488 0.797 1.385 -0.07
H -1.145 0.333 -0.147 0.23
H -1.221 2.043 -0.948 0.25
H 0.308 2.838 0.271 0.22
H -0.632 2.144 1.468 0.23
H 0.601 -2.348 -0.420 0.31
H 1.559 -2.403 0.869 0.32
```

Properties
Frontier orbital gap in eV: 7.22
Net charge: 0

No. 3
# C6H8N

2 unconnected molecules or ions with the total composition C6H8N in a non-equilibrium geometry (ωB97M-V with the def2-TZVPD basis set, OMol25).

XYZ file:
```
15
Properties=species:S:1:pos:R:3:nbo_charge:R:1
C -2.549 -0.448 0.739 0.27
C 0.993 0.083 0.590 -0.14
C 1.705 -0.579 1.524 -0.20
C 0.771 1.410 0.031 -0.47
C 0.112 0.191 -0.569 0.42
C -0.297 -0.570 -1.787 -0.67
N -1.675 0.186 0.348 -0.32
H -3.538 -0.699 1.180 0.29
H 1.366 -1.546 1.915 0.24
H 2.513 0.069 2.050 0.25
H 0.037 2.033 0.514 0.27
H 1.572 1.946 -0.467 0.26
H -0.279 -1.613 -1.482 0.25
H 0.547 -0.257 -2.471 0.28
H -1.277 -0.205 -2.114 0.27
```

Properties
Frontier orbital gap in eV: 8.93
Net charge: +1

In the order shown, the computed relative energy (zero: lowest compared OMol25 entry of this formula, charge and spin) values come out to 0.7832 2.5458 5.7937 eV.
In the order shown, the computed energy values come out to -952.34061 -1272.20444 -287.74332 Eh.